# 1
The following is a quantum chemistry calculation of a cluster of 2 separate species, C7H10 in total, from the Open Molecules 2025 dataset.

Geometry as XYZ:
```
17
Properties=species:S:1:pos:R:3:forces:R:3
C -2.316071 0.330054 -0.332082 -0.5 0.1 0.0
C -1.473764 -0.046540 0.621368 -0.1 0.9 -0.4
C -0.095632 -0.028475 0.163824 0.4 -0.2 0.0
C 0.543058 -0.640181 -0.847222 0.1 0.2 0.1
C 1.935097 -0.194212 -0.837473 0.2 0.2 0.0
C 2.102932 0.753092 0.099741 0.2 0.0 -0.1
C 0.785151 1.030551 0.753336 0.2 -0.1 0.1
H -3.184633 0.926443 -0.127874 -0.9 -0.5 0.0
H -2.036111 0.146999 -1.364833 0.0 0.5 0.1
H -1.692888 0.011396 1.690850 0.1 0.2 -0.3
H 0.106658 -1.307787 -1.586727 0.2 -0.1 0.4
H 2.701455 -0.627716 -1.467318 0.0 0.2 0.0
H 3.017176 1.263431 0.359957 0.1 0.0 -0.1
H 0.399416 2.015499 0.431629 0.1 -0.3 0.1
H 0.769238 1.041882 1.848338 0.2 0.0 -0.1
H -1.098362 -2.222996 0.453812 -0.1 -0.6 0.0
H -0.462715 -2.451445 0.140671 -0.3 -0.4 0.2
```
Positions in Å, forces in eV/Å.

Computed properties:
- SMILES string = C=CC1=CC=CC1.[H][H]
- max |F| (eV Å⁻¹) = 1.04
- Kohn-Sham gap (eV) = 8.89
- highest occupied orbital energy (eV) = -7.9
- lowest unoccupied orbital energy (eV) = 0.94

Atomic partial charges in e from the natural (NBO) method, atoms 1 to 8:
1. C -0.34
2. C -0.23
3. C 0.02
4. C -0.28
5. C -0.22
6. C -0.20
7. C -0.48
8. H 0.20

***

# 2
The following is a quantum chemistry calculation of an isolated molecule of C7H10, from the Open Molecules 2025 dataset.

Geometry as XYZ:
```
17
Properties=species:S:1:pos:R:3:forces:R:3
C -2.528434 1.396559 -0.228252 -0.3 0.3 0.4
C -1.404247 0.763568 -0.541855 -1.4 -0.7 0.0
C -0.118019 0.988949 0.037022 2.6 1.4 1.4
C 0.820357 0.079490 0.388867 -2.4 -1.4 -2.7
C 2.241715 0.409418 0.656727 0.2 -0.6 0.2
C 0.332358 -1.369687 0.303037 0.9 1.4 0.9
C 0.117546 -2.156694 -0.734070 0.1 -0.8 0.5
H -2.580369 2.215880 0.476113 0.3 0.1 0.1
H -3.503290 1.072737 -0.558271 0.0 -0.1 -0.5
H -1.494915 -0.065883 -1.226915 0.1 -0.2 0.0
H 0.165983 2.035079 0.298985 -0.4 -0.5 -0.5
H 2.706789 0.747889 -0.286351 -0.2 0.7 0.7
H 2.186542 1.073274 1.526242 1.0 0.4 -0.5
H 2.856803 -0.473103 0.867194 -0.4 0.0 0.5
H 0.104819 -1.653190 1.330040 -0.1 -0.8 -0.2
H 0.321799 -1.880961 -1.752592 0.1 0.2 -0.2
H -0.225431 -3.183331 -0.555917 0.0 0.5 -0.2
```
Positions in Å, forces in eV/Å.

Computed properties:
- SMILES string = C=C/C=C(/C)C=C
- max |F| (eV Å⁻¹) = 3.87
- Kohn-Sham gap (eV) = 9.50
- highest occupied orbital energy (eV) = -8.4
- lowest unoccupied orbital energy (eV) = 1.06

Atomic partial charges in e from the natural (NBO) method, atoms 1 to 8:
1. C -0.36
2. C -0.22
3. C -0.24
4. C 0.00
5. C -0.65
6. C -0.20
7. C -0.40
8. H 0.19

***

# 3
The following is a quantum chemistry calculation of an isolated molecule of C7H10, from the Open Molecules 2025 dataset.

Geometry as XYZ:
```
17
Properties=species:S:1:pos:R:3:forces:R:3
C -2.719468 0.022371 -0.341859 -0.8 0.2 1.7
C -1.366126 0.220555 0.225188 1.4 1.2 -1.2
C -0.243835 0.879953 0.041054 -1.5 -1.6 0.7
C 1.107178 1.167197 -0.454407 0.7 2.2 -0.1
C 1.932739 -0.067363 -0.062697 1.0 -1.3 -1.9
C 0.913764 -1.175730 0.254187 -1.1 -0.6 1.2
C -0.235223 -0.415918 0.935249 1.0 1.7 0.3
H -3.288678 1.027691 -0.240462 0.7 -1.9 -0.4
H -3.173408 -0.816372 0.272620 -0.1 1.2 -0.9
H -2.608136 -0.319081 -1.365998 -0.4 0.2 -0.3
H 1.182931 1.340580 -1.530532 -0.4 -0.1 -0.1
H 1.440504 2.173216 -0.043080 0.0 -1.3 -0.1
H 2.626595 0.043909 0.758746 -0.2 0.5 0.5
H 2.627752 -0.414390 -0.898965 -0.9 0.6 0.7
H 0.491118 -1.760501 -0.600100 0.9 0.4 0.5
H 1.303061 -1.786111 1.083164 0.1 -0.6 -0.9
H 0.009240 -0.120011 1.967888 -0.5 -0.6 0.0
```
Positions in Å, forces in eV/Å.

Computed properties:
- SMILES string = CC1=C2CCC[C@H]12
- max |F| (eV Å⁻¹) = 2.53
- Kohn-Sham gap (eV) = 9.55
- highest occupied orbital energy (eV) = -8.5
- lowest unoccupied orbital energy (eV) = 1.07

Atomic partial charges in e from the natural (NBO) method, atoms 1 to 8:
1. C -0.66
2. C 0.03
3. C 0.03
4. C -0.46
5. C -0.40
6. C -0.43
7. C -0.27
8. H 0.24

***

# 4
The following is a quantum chemistry calculation of an isolated molecule of C7H10, from the Open Molecules 2025 dataset.

Geometry as XYZ:
```
17
Properties=species:S:1:pos:R:3:forces:R:3
C -0.393050 -1.818651 0.221124 0.3 -0.2 0.1
C -1.091405 -0.984812 -0.842216 0.5 -0.8 -0.1
C -0.140544 0.078673 -1.396307 0.2 -0.1 0.0
C 0.110885 0.517039 0.063460 0.0 0.0 0.1
C 0.352888 1.879837 0.615868 -0.2 0.2 -0.1
C 1.416576 0.816206 0.735838 0.1 -0.1 0.0
C -0.909679 -0.479796 0.578655 0.0 0.1 0.4
H 0.659689 -2.031532 0.075515 0.1 0.1 0.5
H -1.014123 -2.646055 0.570637 0.3 0.1 -0.2
H -1.710532 -1.716292 -1.330455 -1.2 1.0 -0.5
H -0.585148 0.900109 -1.978163 -0.1 -0.4 0.1
H 0.698313 -0.342749 -1.961136 0.1 0.2 0.1
H 0.521554 2.700161 -0.076796 0.0 -0.1 0.1
H -0.188467 2.149796 1.520421 0.1 0.0 -0.2
H 2.303243 0.920606 0.113376 -0.2 0.0 0.1
H 1.596061 0.369266 1.712570 0.0 0.1 -0.2
H -1.626260 -0.311804 1.377611 0.1 0.0 -0.1
```
Positions in Å, forces in eV/Å.

Computed properties:
- SMILES string = C1[C@@H]2CC3(CC3)[C@H]12
- max |F| (eV Å⁻¹) = 1.61
- Kohn-Sham gap (eV) = 10.56
- highest occupied orbital energy (eV) = -9.4
- lowest unoccupied orbital energy (eV) = 1.17

Atomic partial charges in e from the natural (NBO) method, atoms 1 to 8:
1. C -0.41
2. C -0.24
3. C -0.39
4. C -0.05
5. C -0.41
6. C -0.42
7. C -0.21
8. H 0.20

***

# 5
The following is a quantum chemistry calculation of a cluster of 2 separate species, C7H10 in total, from the Open Molecules 2025 dataset.

Geometry as XYZ:
```
17
Properties=species:S:1:pos:R:3:forces:R:3
C 0.592001 -1.967044 -0.900706 0.0 0.0 0.1
C 1.031260 -1.048210 -0.055030 0.0 -0.1 0.0
C 2.142680 -0.224316 0.385135 0.3 -0.1 -0.1
C 1.374164 0.966301 0.861750 0.0 0.2 0.0
C 0.882125 -0.395380 1.234346 -0.2 -0.1 0.2
H -0.361798 -2.461667 -0.743569 0.1 0.1 0.0
H 1.174627 -2.247762 -1.772233 -0.1 0.1 0.1
H 3.162287 -0.503763 0.616756 -0.2 0.0 0.0
H 0.800647 1.558595 0.148809 0.1 -0.1 0.1
H 1.838874 1.542454 1.661804 -0.1 -0.1 -0.1
H 0.780062 -0.826789 2.221647 0.0 0.1 -0.2
C -2.138219 0.286185 -0.509246 0.0 0.2 0.0
C -2.339148 1.583267 -0.710848 0.0 -0.1 0.0
H -1.938999 -0.397464 -1.330356 0.0 0.1 0.1
H -2.147510 -0.146411 0.488666 0.0 0.1 -0.1
H -2.324012 2.013898 -1.709152 0.0 -0.1 0.1
H -2.529042 2.268102 0.112224 0.0 -0.1 -0.1
```
Positions in Å, forces in eV/Å.

Computed properties:
- SMILES string = C=C1[C@H]2C[C@@H]12.C=C
- max |F| (eV Å⁻¹) = 0.33
- Kohn-Sham gap (eV) = 9.67
- highest occupied orbital energy (eV) = -8.5
- lowest unoccupied orbital energy (eV) = 1.15

Atomic partial charges in e from the natural (NBO) method, atoms 1 to 8:
1. C -0.48
2. C 0.03
3. C -0.23
4. C -0.38
5. C -0.23
6. H 0.20
7. H 0.21
8. H 0.23

***

# 6
The following is a quantum chemistry calculation of a cluster of 2 separate species, C7H10 in total, from the Open Molecules 2025 dataset.

Geometry as XYZ:
```
17
Properties=species:S:1:pos:R:3:forces:R:3
C -0.086846 -1.712770 -0.845570 -0.1 0.2 0.0
C -0.779699 -0.606684 -1.094196 0.3 -0.1 -0.1
C -1.019707 0.530340 -0.132973 -0.1 0.1 0.1
C 0.044411 1.628561 -0.265832 0.0 0.4 -0.1
C 1.032355 1.436327 0.637078 -0.3 -0.1 -0.1
C 0.674124 0.457378 1.503567 0.2 -0.3 0.2
C -0.803624 0.182918 1.393079 0.0 -0.1 0.0
H 0.173377 -2.410049 -1.636227 -0.2 0.1 0.1
H 0.308622 -1.940515 0.138673 -0.1 0.0 0.0
H -1.084321 -0.405589 -2.120911 -0.1 0.0 0.1
H -2.006357 0.970569 -0.328700 0.1 -0.1 0.0
H -0.094504 2.515081 -0.882507 -0.1 -0.2 0.1
H 1.347092 -0.194518 2.056007 0.0 0.1 0.0
H -1.087526 -0.833521 1.691165 0.1 0.2 -0.1
H -1.383535 0.881213 2.005199 -0.1 -0.1 -0.1
H 2.372163 -0.574105 -1.245798 0.1 0.2 0.1
H 2.393976 0.075364 -0.872055 0.1 -0.2 -0.2
```
Positions in Å, forces in eV/Å.

Computed properties:
- SMILES string = C=C[C@@H]1C=C=CC1.[H][H]
- max |F| (eV Å⁻¹) = 0.42
- Kohn-Sham gap (spin up / spin down) (eV) = 8.15 / 7.34
- highest occupied orbital energy (spin up / spin down) (eV) = -8.6 / -7.9
- lowest unoccupied orbital energy (spin up / spin down) (eV) = -0.48 / -0.60

Atomic partial charges in e from the natural (NBO) method, atoms 1 to 8:
1. C -0.40
2. C -0.17
3. C -0.29
4. C -0.12
5. C -0.12
6. C -0.12
7. C -0.45
8. H 0.21

***

# 7
The following is a quantum chemistry calculation of an isolated molecule of C7H10, from the Open Molecules 2025 dataset.

Geometry as XYZ:
```
17
Properties=species:S:1:pos:R:3:forces:R:3
C 1.484034 -1.310569 0.005979 0.0 0.0 -0.2
C 0.335174 -0.340394 -0.131209 0.2 -0.2 0.2
C 0.527107 0.792158 0.862875 0.0 0.1 0.2
C -0.604814 1.521332 0.151023 0.0 0.3 0.0
C -1.569916 0.506649 -0.443172 -0.2 0.0 0.0
C -1.115864 -0.845881 0.062050 0.0 -0.1 0.2
C -0.257959 0.771463 -1.118873 0.1 0.0 -0.4
H 1.274726 -2.330795 -0.320288 0.0 0.1 -0.1
H 2.412885 -0.958759 -0.451060 -0.1 0.0 0.0
H 1.645359 -1.310284 1.097818 0.2 -0.4 -0.3
H 0.597258 0.441741 1.904873 -0.6 0.5 0.1
H 1.458568 1.312729 0.598578 -0.1 -0.1 0.2
H -0.885653 2.565682 0.222256 0.1 -0.1 0.0
H -2.558916 0.791869 -0.795846 0.3 0.0 0.2
H -1.398565 -1.145269 1.079447 0.0 0.0 -0.1
H -1.362839 -1.647823 -0.644895 0.1 0.2 0.1
H 0.019412 1.186151 -2.079558 -0.1 -0.2 0.0
```
Positions in Å, forces in eV/Å.

Computed properties:
- SMILES string = C[C@]12C[C@@H]3[C@H](C1)[C@@H]32
- max |F| (eV Å⁻¹) = 0.77
- Kohn-Sham gap (eV) = 10.42
- highest occupied orbital energy (eV) = -9.3
- lowest unoccupied orbital energy (eV) = 1.14

Atomic partial charges in e from the natural (NBO) method, atoms 1 to 8:
1. C -0.61
2. C -0.02
3. C -0.39
4. C -0.24
5. C -0.23
6. C -0.39
7. C -0.23
8. H 0.21

***

# 8
The following is a quantum chemistry calculation of an isolated molecule of C7H10, from the Open Molecules 2025 dataset.

Geometry as XYZ:
```
17
Properties=species:S:1:pos:R:3:forces:R:3
C -1.904756 2.095001 1.313226 0.0 -0.2 0.2
C -0.923107 1.180530 1.267715 -0.5 1.8 0.3
C -0.075548 0.886646 0.118414 1.3 -1.8 -0.1
C 0.114576 1.533630 -1.027110 -0.9 0.7 0.2
C 0.650272 -0.454581 0.252364 -1.7 1.2 0.0
C 0.347063 -1.460260 -0.568717 2.2 0.8 -0.1
C 1.299741 -2.632168 -0.711251 -0.9 0.1 0.1
H -2.642945 2.085735 2.107783 0.4 0.1 0.4
H -2.070522 2.904861 0.611622 0.0 -0.5 -0.6
H -0.683725 0.686619 2.202000 -0.3 -0.7 -0.2
H -0.346665 2.502946 -1.196678 0.0 -0.1 -0.1
H 0.640979 1.068184 -1.844832 0.3 0.1 0.1
H 1.305563 -0.464552 1.117434 0.3 -0.5 -0.2
H -0.327849 -1.197001 -1.377169 -0.3 -0.5 0.1
H 1.710520 -2.652752 -1.724036 -0.2 -0.1 0.0
H 2.144148 -2.526389 -0.035330 -0.1 -0.1 0.2
H 0.762251 -3.556444 -0.505443 0.3 -0.3 -0.1
```
Positions in Å, forces in eV/Å.

Computed properties:
- SMILES string = C=CC(=C)/C=C/C
- max |F| (eV Å⁻¹) = 2.34
- Kohn-Sham gap (eV) = 9.53
- highest occupied orbital energy (eV) = -8.7
- lowest unoccupied orbital energy (eV) = 0.79

Atomic partial charges in e from the natural (NBO) method, atoms 1 to 8:
1. C -0.35
2. C -0.22
3. C -0.07
4. C -0.37
5. C -0.20
6. C -0.18
7. C -0.64
8. H 0.20

***

# 9
The following is a quantum chemistry calculation of a cluster of 2 separate species, C7H10 in total, from the Open Molecules 2025 dataset.

Geometry as XYZ:
```
17
Properties=species:S:1:pos:R:3:forces:R:3
C 0.910260 -0.690215 1.114598 -0.1 -0.1 0.0
C 0.632761 -0.982417 -0.170714 0.1 0.0 0.2
C -0.493209 -1.124487 -1.182564 -0.1 -0.3 -0.1
C -1.424286 0.021425 -0.881263 -0.1 0.1 0.1
C -0.153281 0.316674 -1.617440 0.0 0.2 -0.2
C 1.122793 0.297407 -0.733548 0.1 0.0 -0.1
C 1.335784 0.738661 0.754984 0.1 0.2 0.1
H 0.695367 -1.161038 2.070222 0.0 0.1 -0.2
H -0.790829 -1.978978 -1.781227 0.1 0.2 0.1
H -2.319928 0.069317 -1.497404 0.2 0.0 0.1
H -1.571028 0.350889 0.145545 0.1 -0.1 -0.1
H -0.180364 0.722699 -2.625033 0.0 -0.1 0.2
H 2.029823 0.254964 -1.342572 -0.1 0.0 0.1
H 0.571618 1.455089 1.085063 0.1 -0.1 0.0
H 2.324509 1.121730 1.035806 -0.1 -0.1 0.0
H -1.230657 0.611615 2.815154 -0.1 0.0 0.0
H -1.470474 -0.090259 2.863623 0.0 0.1 0.0
```
Positions in Å, forces in eV/Å.

Computed properties:
- SMILES string = C1=C2[C@H]3C[C@H]3[C@H]2C1.[H][H]
- max |F| (eV Å⁻¹) = 0.34
- Kohn-Sham gap (eV) = 9.76
- highest occupied orbital energy (eV) = -8.6
- lowest unoccupied orbital energy (eV) = 1.14

Atomic partial charges in e from the natural (NBO) method, atoms 1 to 8:
1. C -0.19
2. C 0.02
3. C -0.26
4. C -0.41
5. C -0.21
6. C -0.25
7. C -0.42
8. H 0.20

***

# 10
The following is a quantum chemistry calculation of a cluster of 2 separate species, C7H10 in total, from the Open Molecules 2025 dataset.

Geometry as XYZ:
```
17
Properties=species:S:1:pos:R:3:forces:R:3
C -1.955423 0.080945 -0.639593 0.0 0.0 0.0
C -0.584269 -0.203612 -0.103631 -0.3 -0.2 -0.1
C -0.185215 -0.155198 1.365454 0.0 0.0 -0.1
C 1.250383 0.080301 0.927848 0.2 -0.6 -0.1
C 0.703510 0.410876 -0.630523 0.1 0.7 -0.1
C 1.589032 -0.826460 -0.138780 0.0 -0.2 0.0
C 0.349279 -1.108617 -0.842056 0.2 -0.2 0.2
H -1.950916 0.182455 -1.730869 0.0 0.0 0.2
H -2.616956 -0.750833 -0.375385 0.0 0.2 0.0
H -2.359393 1.001706 -0.209270 0.1 -0.1 0.0
H -0.382625 -1.063780 1.944550 0.1 0.2 0.0
H -0.541737 0.757641 1.842490 0.0 -0.1 -0.1
H 2.021678 0.598266 1.475050 -0.2 0.1 -0.2
H 1.027946 1.221057 -1.263772 -0.1 -0.2 0.0
H 0.838473 2.326201 0.739716 0.0 0.3 0.1
H 2.578056 -0.956664 -0.564095 -0.2 0.0 0.1
H 0.218177 -1.594283 -1.797134 0.1 0.2 0.1
```
Positions in Å, forces in eV/Å.

Computed properties:
- max |F| (eV Å⁻¹) = 0.75
- Kohn-Sham gap (eV) = 5.77
- highest occupied orbital energy (eV) = -5.2
- lowest unoccupied orbital energy (eV) = 0.58

Atomic partial charges in e from the natural (NBO) method, atoms 1 to 8:
1. C -0.61
2. C 0.02
3. C -0.42
4. C -0.03
5. C -0.11
6. C -0.15
7. C -0.23
8. H 0.22